{"formula": "C22H19F4N5O2V", "method": "the ωB97M-V functional and the def2-TZVPD basis", "homo_energy_ha": [-0.5527, -0.5532], "multiplicity": 2, "homo_lumo_gap_ev": [6.716, 7.378], "charge": 2, "s2": 0.7889, "max_force_ev_per_a": 1.93, "symbols": ["H", "F", "C", "H", "C", "V", "O", "C", "C", "H", "C", "H", "C", "C", "H", "C", "H", "C", "H", "H", "C", "F", "C", "H", "C", "C", "H", "H", "C", "N", "H", "C", "H", "N", "C", "F", "C", "N", "H", "H", "H", "O", "C", "H", "C", "H", "N", "C", "C", "H", "F", "N", "C"], "xyz": [[-0.38839, 0.65713, -6.11686], [-0.42419, -0.61937, 2.48564], [0.00801, 1.72113, -2.93156], [-0.63459, 3.77313, -0.06036], [0.28761, -1.82107, -2.22776], [0.52171, 0.24063, -0.29376], [-0.44859, -3.40947, 0.10954], [1.25661, 2.27843, 1.93334], [2.88611, -0.54307, 1.67724], [-0.35799, 2.75623, -4.76826], [1.77851, -3.02367, 2.02784], [-2.59489, 1.97123, 0.46844], [-1.94609, -0.45627, 0.73354], [-0.22599, 0.62873, -5.05036], [3.33961, 0.42653, 1.50284], [1.33651, -2.11667, 1.07914], [2.65561, 2.55153, -0.37146], [1.71831, 3.09713, -0.22876], [1.30181, -3.99037, 2.10014], [1.01361, 3.23073, 2.41594], [-0.04889, -0.58027, -4.39236], [-4.95489, -2.33387, 0.01884], [-3.51149, -2.49657, 1.85784], [3.22111, -3.31447, 3.59104], [0.15271, -0.55847, -3.02116], [-3.10079, -0.90297, 0.08654], [-0.90969, 3.09323, 1.54054], [4.28001, -1.08397, 3.21044], [-3.87679, -1.91827, 0.64844], [0.76701, 2.27073, 0.53734], [-1.81589, 1.96543, -1.11456], [3.41981, -1.39727, 2.63714], [0.80871, 1.47123, 2.51394], [0.20081, 0.56683, -2.29646], [-0.20709, 1.79533, -4.30026], [-3.35799, -0.36057, -1.10996], [2.83921, -2.64017, 2.83974], [1.84141, -0.88657, 0.93104], [2.34141, 2.18673, 1.95634], [1.94271, 4.02553, 0.30604], [-0.08529, -1.53497, -4.89756], [0.40711, -2.91987, -2.68806], [-2.35799, -2.07387, 2.50214], [0.00341, 2.62993, -2.34436], [-1.58519, -1.06887, 1.93544], [1.33721, 3.37433, -1.20846], [-1.11229, 0.51493, 0.20684], [-0.60449, 2.84683, 0.51844], [-1.63209, 1.83363, -0.03596], [-4.11689, -3.28267, 2.28614], [-1.96989, -2.63517, 3.63384], [0.31781, -1.47197, -0.89796], [0.28401, -2.46667, 0.06474]]}

{"formula": "C12H33N2NaO6S3", "method": "the ωB97M-V functional and the def2-TZVPD basis", "homo_energy_ha": [-0.4141, -0.4140], "multiplicity": 2, "homo_lumo_gap_ev": [8.082, 3.981], "charge": 1, "s2": 0.7571, "max_force_ev_per_a": 3.18, "symbols": ["S", "C", "O", "H", "H", "H", "H", "H", "C", "H", "H", "H", "H", "H", "H", "H", "O", "H", "H", "H", "S", "C", "H", "H", "H", "H", "N", "O", "H", "H", "H", "C", "H", "C", "H", "H", "C", "H", "H", "C", "C", "N", "C", "O", "C", "H", "C", "H", "C", "H", "Na", "H", "O", "H", "H", "S", "O"], "xyz": [[-24.40047, 3.44465, -14.24146], [-25.01766, 2.26733, -10.14952], [-24.94406, 3.89791, -12.89906], [-26.41735, 5.72013, -8.66389], [-26.71607, 3.12787, -11.91952], [-19.03191, 1.94864, -11.10077], [-27.94853, 4.69477, -13.36993], [-28.67420, 5.56733, -12.14943], [-19.84189, 2.48711, -11.59279], [-28.30862, 3.30650, -11.46447], [-26.26877, 3.20627, -15.89468], [-20.97103, 0.27697, -10.46555], [-25.94510, 9.83721, -12.67226], [-25.33928, 1.75696, -15.50816], [-27.05161, 5.78354, -12.55411], [-24.25456, 9.86441, -14.73520], [-24.42225, 7.46889, -13.15287], [-20.18371, 1.88558, -12.43507], [-26.00714, 3.21845, -8.46644], [-27.31768, 9.50637, -13.87396], [-25.56228, 7.89360, -14.06895], [-27.17061, 5.36501, -9.36716], [-25.16380, 9.40655, -16.17748], [-29.00117, 4.13280, -8.91942], [-26.60043, 2.36973, -14.34853], [-24.99583, 1.97237, -11.19863], [-24.14682, 8.56235, -9.86182], [-22.28255, 3.53872, -11.09500], [-23.79810, 1.20795, -13.36434], [-22.34373, 2.31781, -13.65659], [-27.33969, 6.29716, -9.90623], [-26.57196, 9.10825, -13.18584], [-27.11543, 2.44582, -9.43193], [-28.34436, 4.87627, -8.46780], [-22.12437, 0.87776, -11.62517], [-24.11993, 2.84102, -9.91917], [-27.76799, 4.99130, -12.33670], [-23.75812, 8.53191, -15.58950], [-23.25102, 1.50557, -14.99430], [-26.22868, 3.07299, -9.52373], [-21.82083, 0.94978, -10.58077], [-26.60707, 4.29248, -10.21452], [-23.30969, 1.94702, -13.99943], [-24.76928, 7.62092, -9.39776], [-25.83400, 2.62834, -15.07916], [-27.12714, 8.60474, -12.39441], [-27.37602, 3.87067, -11.47140], [-28.92500, 5.76460, -8.21914], [-24.68113, 9.02165, -15.27916], [-24.93042, 1.27375, -9.70989], [-24.50956, 5.48835, -10.96634], [-22.61737, 0.84429, -9.84422], [-22.98215, 8.40138, -10.25025], [-19.37734, 3.42338, -11.90213], [-27.97092, 4.38277, -7.57052], [-21.22947, 2.70534, -10.41393], [-24.68003, 9.66110, -9.74322]]}

{"formula": "C12H26N2O7S", "method": "the ωB97M-V functional and the def2-TZVPD basis", "homo_energy_ha": -0.3318, "homo_lumo_gap_ev": 9.352, "max_force_ev_per_a": 4.20, "symbols": ["H", "H", "H", "O", "H", "C", "N", "C", "C", "H", "H", "H", "H", "H", "H", "H", "C", "C", "C", "C", "H", "S", "C", "O", "O", "N", "H", "C", "O", "O", "H", "H", "H", "H", "H", "H", "O", "H", "H", "H", "H", "H", "C", "H", "H", "O", "C", "C"], "xyz": [[-0.82455, 1.62765, 2.71316], [-1.08697, 0.76936, -1.48479], [0.37804, 0.13787, 1.35133], [1.52901, 2.68544, -2.16012], [-0.13835, 5.91685, 7.30418], [-1.61911, 1.13549, 3.26744], [-1.36286, -0.27724, 3.45708], [1.24518, -1.99534, -5.40829], [1.50892, -2.12353, -3.83806], [1.40040, -1.03886, -1.90860], [1.42721, 5.32420, 7.90595], [0.01230, -4.74465, -7.14407], [-0.07099, 6.34952, 4.99217], [0.65539, -5.66074, -5.65352], [1.24239, -0.94073, -5.81231], [1.22677, 0.49830, 2.88760], [-0.23294, -5.08167, -6.09076], [-1.45389, -6.13915, -6.11234], [-0.69706, 5.46459, 4.86241], [0.08175, 4.22426, 5.20829], [-1.38660, -6.87095, -5.24897], [0.55434, 1.65743, -2.68114], [0.97863, -0.90679, -2.96883], [-0.16977, 1.05758, -1.26048], [-0.58114, -3.92611, -5.28578], [0.56238, 4.10327, 6.47521], [1.07312, 3.24595, 6.62988], [-0.29263, -1.00309, 3.03550], [1.42529, 0.39572, -3.42739], [-0.79322, -2.15088, -6.72721], [0.93068, -3.04835, -3.48352], [1.57116, -0.99573, 2.00278], [-2.04422, -0.82431, 3.96266], [2.07755, -2.59691, -5.92273], [-2.46087, -5.62421, -6.18030], [-1.01182, 5.41404, 3.82063], [0.28840, 3.33831, 4.39006], [2.60772, -2.37411, -3.67699], [-1.31746, -6.73623, -7.07115], [-1.71754, 1.60028, 4.24951], [-0.07776, 4.51691, 8.39996], [-0.15242, -1.00472, -2.85365], [0.42762, 5.03009, 7.57904], [-1.58772, 5.53599, 5.49002], [-2.56228, 1.24321, 2.72551], [-0.23065, -2.20088, 3.28246], [0.78720, -0.28766, 2.27011], [-0.11867, -2.71947, -5.86196]]}

{"formula": "C2H6NP", "method": "the ωB97M-V functional and the def2-TZVPD basis", "homo_energy_ha": -0.3136, "smiles": "PN1CC1", "homo_lumo_gap_ev": 9.710, "max_force_ev_per_a": 4.72, "symbols": ["H", "H", "H", "C", "H", "H", "H", "P", "C", "N"], "xyz": [[-0.91121, -1.75894, -0.33859], [-1.14386, 1.20442, 0.42191], [2.28911, 1.15040, -0.66521], [-1.06724, 0.39001, -0.41327], [-1.73822, 0.55975, -1.25031], [1.62524, 0.52748, 1.29650], [-0.51798, -1.06518, 1.30320], [1.82559, -0.02584, -0.00193], [-0.64512, -0.85386, 0.18180], [0.28369, -0.12826, -0.53410]]}